(1)
The following is a quantum chemistry calculation of a structure of composition C18H22Cl4CoF2N2O2S, from OMol25.

Last column: Löwdin charge in e.
Element x y z (Å)
Co  0.074  -0.379  0.640  0.57
Cl  -6.631  -1.804  1.072  0.56
C  -4.918  -1.747  1.394  -0.74
C  -4.382  -2.392  2.481  -0.74
Cl  -5.410  -3.297  3.563  0.57
C  -2.998  -2.336  2.718  -0.62
Cl  -2.310  -3.125  4.111  0.61
C  -2.118  -1.641  1.879  -0.42
O  -0.862  -1.541  2.078  -0.14
C  -2.683  -0.988  0.701  -0.39
O  -1.862  -0.376  -0.099  -0.19
C  -4.060  -1.046  0.521  -0.60
Cl  -4.744  -0.175  -0.834  0.63
C  -2.145  -0.871  -3.475  -0.06
N  -1.348  0.353  -3.379  -0.22
C  -2.057  1.434  -2.709  -0.12
C  0.000  0.236  -3.168  -0.77
S  0.808  1.075  -1.983  0.72
N  0.620  -0.643  -4.019  -0.23
C  1.991  -1.048  -3.815  -0.10
C  0.121  -0.903  -5.351  -0.09
H  -2.619  -1.053  -2.510  0.06
H  -1.505  -1.718  -3.709  0.08
H  -2.909  -0.773  -4.251  0.08
H  -3.030  1.530  -3.194  0.08
H  -1.496  2.359  -2.826  0.06
H  -2.196  1.215  -1.650  0.05
H  2.278  -0.910  -2.777  0.03
H  2.664  -0.468  -4.460  0.08
H  2.087  -2.107  -4.074  0.09
H  -0.790  -0.337  -5.529  0.08
H  -0.090  -1.966  -5.507  0.08
H  0.880  -0.598  -6.083  0.08
C  1.094  3.778  3.997  -0.08
C  2.011  3.307  2.859  -0.66
C  3.350  2.854  3.458  -0.08
C  2.265  4.481  1.902  -0.08
C  1.384  2.194  2.131  -0.19
C  0.868  1.262  1.537  -0.07
H  1.555  4.605  4.549  0.07
H  0.899  2.956  4.687  0.08
H  0.135  4.111  3.598  0.08
H  3.826  3.676  4.003  0.07
H  4.022  2.517  2.668  0.08
H  3.194  2.018  4.140  0.08
H  2.734  5.319  2.430  0.07
H  1.326  4.821  1.464  0.08
H  2.918  4.167  1.087  0.08
F  1.771  -2.764  0.849  -0.12
C  1.390  -1.828  -0.125  -0.37
F  2.652  -1.395  -0.625  -0.17
H  1.014  -2.462  -0.950  0.06

As for the charge: -2. Its LUMO energy (spin up / spin down) is 4.4 / 4.4 eV. The frontier orbital gap (spin up / spin down) is 5.360 / 5.573 eV. The HOMO energy (spin up / spin down) comes out at -0.933 / -1.150 eV. Its expectation value of S² is 3.759. Its total energy is -4780.53105 Eh. The calculation puts the relative energy (zero: lowest compared OMol25 entry of this formula, charge and spin) at 0.00 kcal per mole. The spin multiplicity is 4. Its largest force on an atom is 0.59 eV Å⁻¹.

---

(2)
The following is a quantum chemistry calculation of an isolated molecule of C5H7NO in a non-equilibrium geometry, from OMol25.

Last column: Löwdin charge in e.
Element x y z (Å)
C  0.063  0.498  -2.020  -0.03
C  0.071  0.302  -0.423  -0.29
C  0.352  0.847  0.767  0.05
C  0.051  -0.125  1.908  -0.57
N  0.314  0.326  3.087  0.11
O  -0.419  -1.281  1.476  -0.04
C  -0.431  -1.001  -0.567  0.10
H  0.325  -0.343  -2.714  0.10
H  -0.888  0.904  -2.382  0.09
H  0.880  1.183  -2.096  0.07
H  0.753  1.833  1.022  0.12
H  0.119  -0.363  3.815  0.04
H  0.262  -1.744  -0.957  0.12
H  -1.460  -1.058  -0.935  0.13

Its LUMO energy is 0.1 eV. The frontier orbital gap is 9.023 eV. The HOMO energy comes out at -8.960 eV. Its total energy is -324.57747 Eh. The calculation puts the relative energy (zero: lowest compared OMol25 entry of this formula, charge and spin) at 92.24 kcal per mole. Its largest force on an atom is 3.71 eV Å⁻¹.

---

(3)
The following is a quantum chemistry calculation of a cluster of 2 separate species, C6H6N2O in total in a non-equilibrium geometry, from OMol25.

Last column: Löwdin charge in e.
Element x y z (Å)
N  2.831  -0.292  -0.661  0.15
C  1.731  0.131  -0.746  -0.17
C  0.384  0.640  -0.999  -0.22
C  -0.139  1.556  -0.060  -0.02
C  -1.205  1.099  0.728  -0.12
N  -1.605  -0.179  0.612  0.05
C  -1.610  -0.628  -0.656  -0.11
C  -0.562  -0.271  -1.514  -0.02
H  0.526  2.313  0.357  0.12
H  -1.447  1.599  1.668  0.12
H  -2.382  -1.339  -0.954  0.12
H  -0.237  -0.984  -2.271  0.12
O  1.183  -1.403  1.598  -0.19
H  0.280  -1.037  1.524  0.00
H  2.251  -1.204  1.373  0.15

Its LUMO energy is -1.2 eV. The frontier orbital gap is 8.900 eV. The HOMO energy comes out at -10.092 eV. Its total energy is -416.84441 Eh. The calculation puts the relative energy (zero: lowest compared OMol25 entry of this formula, charge and spin) at 81.12 kcal per mole. Its largest force on an atom is 5.59 eV Å⁻¹. The SMILES is N#Cc1ccncc1.O.

---

(4)
The following is a quantum chemistry calculation of an isolated molecule of C5H6O, from OMol25.

Last column: Löwdin charge in e.
Element x y z (Å)
C  0.461  2.072  -1.061  0.12
C  0.986  1.378  -0.232  -0.26
O  1.493  0.596  0.692  -0.01
C  0.496  -0.091  1.403  -0.12
C  -0.493  -0.742  0.806  -0.13
C  -0.558  -1.098  -0.651  -0.10
H  -0.032  2.654  -1.805  0.03
H  0.656  -0.027  2.473  0.12
H  -1.293  -1.095  1.449  0.10
H  -1.275  -0.502  -1.225  0.08
H  0.420  -0.996  -1.129  0.08
H  -0.860  -2.148  -0.720  0.08

Its LUMO energy is 1.0 eV. The frontier orbital gap is 10.178 eV. The HOMO energy comes out at -9.183 eV. Its total energy is -269.23091 Eh. The calculation puts the relative energy (zero: lowest compared OMol25 entry of this formula, charge and spin) at 72.37 kcal per mole. Its largest force on an atom is 0.48 eV Å⁻¹. The SMILES is C#CO/C=C\C.

---

(5)
The following is a quantum chemistry calculation of a cluster of 2 separate species, C6H11O in total in a non-equilibrium geometry, from OMol25.

Last column: Löwdin charge in e.
Element x y z (Å)
C  1.915  -0.169  -0.328  -0.10
C  1.308  1.109  0.184  -0.11
C  0.965  -1.322  0.089  -0.04
C  -0.069  0.709  0.592  -0.12
C  -1.020  0.054  -0.275  -0.22
C  -2.516  -0.127  -0.112  0.02
O  -0.222  -0.734  0.621  -0.03
H  2.078  -0.122  -1.397  0.13
H  2.920  -0.178  0.063  0.13
H  1.817  1.533  1.046  0.14
H  1.249  1.802  -0.577  0.11
H  0.500  -1.985  -0.664  0.16
H  1.467  -1.875  0.920  0.16
H  -0.704  1.285  1.901  0.31
H  -0.905  -0.033  -1.358  0.18
H  -2.838  -1.090  -0.168  0.06
H  -3.246  0.332  -0.804  0.12
H  -2.684  0.157  0.932  0.09

As for the charge: +1. Its LUMO energy is -3.3 eV. The frontier orbital gap is 12.719 eV. The HOMO energy comes out at -16.025 eV. Its total energy is -310.03740 Eh. The calculation puts the relative energy (zero: lowest compared OMol25 entry of this formula, charge and spin) at 67.53 kcal per mole. Its largest force on an atom is 6.67 eV Å⁻¹.

---

(6)
The following is a quantum chemistry calculation of an isolated molecule of C27H26Cl4N2O2 in a non-equilibrium geometry, from OMol25.

Last column: Löwdin charge in e.
Element x y z (Å)
Cl  -1.231  2.555  3.039  0.65
C  -0.516  1.071  2.591  -0.75
C  -1.308  -0.016  2.160  -0.58
Cl  -3.009  0.121  2.468  0.76
C  -0.742  -1.162  1.639  -0.16
O  -1.554  -2.353  1.669  0.12
C  0.684  -1.396  1.760  -0.41
O  1.168  -2.521  1.502  -0.04
C  1.461  -0.301  2.310  -0.63
Cl  3.127  -0.561  2.534  0.71
C  0.885  0.913  2.657  -0.73
Cl  1.859  2.227  3.119  0.69
C  3.079  -0.331  -2.920  -0.05
C  1.970  -1.157  -2.351  -0.26
C  2.251  -2.429  -1.853  0.01
C  1.273  -3.204  -1.233  -0.20
C  1.638  -4.548  -0.682  -0.03
C  0.002  -2.631  -1.073  -0.15
N  -0.996  -3.422  -0.417  0.07
C  -1.664  -3.266  0.738  -0.23
N  -2.616  -4.205  0.875  0.06
C  -3.547  -4.333  1.946  -0.12
C  -4.482  -3.312  2.206  -0.18
C  -4.682  -2.157  1.271  -0.08
C  -5.274  -3.423  3.349  0.01
C  -5.258  -4.584  4.125  -0.26
C  -6.143  -4.728  5.313  -0.05
C  -4.422  -5.637  3.757  0.00
C  -3.542  -5.523  2.686  -0.19
C  -2.624  -6.667  2.388  -0.04
C  -2.609  -5.130  -0.260  -0.07
C  -1.578  -4.546  -1.180  -0.07
C  -0.358  -1.439  -1.710  -0.19
C  -1.787  -0.978  -1.732  -0.02
C  0.657  -0.686  -2.302  0.01
H  2.696  0.628  -3.277  0.08
H  3.852  -0.149  -2.163  0.09
H  3.553  -0.864  -3.753  0.08
H  3.268  -2.821  -1.908  0.13
H  0.762  -5.119  -0.362  0.06
H  2.185  -5.132  -1.438  0.09
H  2.302  -4.417  0.184  0.09
H  -5.378  -1.431  1.717  0.08
H  -3.730  -1.625  1.126  -0.01
H  -5.082  -2.449  0.285  0.10
H  -5.929  -2.589  3.614  0.13
H  -5.955  -5.682  5.805  0.08
H  -5.970  -3.923  6.029  0.09
H  -7.194  -4.694  5.019  0.09
H  -4.420  -6.570  4.323  0.12
H  -2.602  -7.310  3.276  0.08
H  -2.985  -7.304  1.567  0.09
H  -1.593  -6.350  2.194  0.09
H  -2.293  -6.123  0.094  0.10
H  -3.602  -5.192  -0.736  0.15
H  -2.015  -4.170  -2.118  0.14
H  -0.784  -5.267  -1.406  0.12
H  -1.846  0.003  -2.230  0.09
H  -2.438  -1.682  -2.281  0.09
H  -2.171  -0.846  -0.705  0.07
H  0.415  0.295  -2.713  0.12

Its LUMO energy is 0.3 eV. The frontier orbital gap is 7.104 eV. The HOMO energy comes out at -6.828 eV. Its total energy is -3145.20915 Eh. The calculation puts the relative energy (zero: lowest compared OMol25 entry of this formula, charge and spin) at 0.00 kcal per mole. Its largest force on an atom is 1.32 eV Å⁻¹.

---

(7)
The following is a quantum chemistry calculation of a structure of composition C3H9NO2 in a non-equilibrium geometry, from OMol25.

Last column: Löwdin charge in e.
Element x y z (Å)
C  1.156  0.252  -0.706  -0.27
C  -1.435  1.100  0.005  -0.29
C  -0.144  -1.338  0.650  -0.07
N  -0.159  -0.240  -0.309  -0.15
O  1.749  1.040  0.287  -0.03
O  -2.229  0.782  -0.930  -0.17
H  1.970  0.495  1.047  0.08
H  -0.837  -0.379  -1.150  0.16
H  1.807  -0.598  -0.977  0.13
H  1.025  0.901  -1.572  0.14
H  -0.784  1.984  -0.098  0.10
H  -1.665  0.852  1.058  0.10
H  -1.167  -1.674  0.809  0.10
H  0.264  -0.997  1.602  0.09
H  0.452  -2.180  0.284  0.09

Its LUMO energy is 0.5 eV. The frontier orbital gap is 9.107 eV. The HOMO energy comes out at -8.614 eV. Its total energy is -324.86142 Eh. The calculation puts the relative energy (zero: lowest compared OMol25 entry of this formula, charge and spin) at 69.78 kcal per mole. Its largest force on an atom is 2.34 eV Å⁻¹.

---

(8)
The following is a quantum chemistry calculation of a structure of composition C28H29BBr51F3N2O5P in a non-equilibrium geometry, from OMol25.

Last column: Löwdin charge in e.
Element x y z (Å)
C  4.309  5.551  1.512  0.13
C  3.149  5.550  1.803  -0.13
C  1.828  5.331  2.405  -0.10
C  0.728  5.151  1.376  -0.06
C  0.451  3.943  0.727  -0.07
C  1.310  2.714  0.981  -0.07
C  1.995  2.121  -0.278  -0.02
C  2.487  3.134  -1.289  -0.59
F  3.195  4.138  -0.763  0.15
F  1.507  3.673  -2.047  0.15
F  3.312  2.492  -2.154  0.12
C  -0.645  3.911  -0.158  0.03
B  -1.094  2.556  -0.930  -0.63
O  -1.251  1.404  -0.211  0.18
O  -1.317  2.558  -2.264  0.23
C  -1.413  5.062  -0.386  0.02
C  -1.087  6.224  0.272  -0.28
P  -2.155  7.708  -0.029  0.76
O  -3.597  7.386  0.158  -0.73
N  -0.042  6.232  1.121  -0.04
O  0.203  7.417  1.744  -0.09
N  1.398  8.163  1.025  -0.08
O  0.972  8.777  0.177  0.11
H  5.322  5.422  1.196  0.05
H  1.830  4.440  3.037  0.14
H  1.619  6.159  3.087  0.13
H  2.064  2.973  1.723  0.11
H  0.688  1.935  1.429  0.13
H  1.294  1.456  -0.787  0.13
H  2.852  1.525  0.052  0.12
H  -1.241  1.666  0.718  0.09
H  -1.210  3.439  -2.639  0.11
H  -2.253  5.047  -1.073  0.14
H  -2.071  8.120  -1.371  0.05
H  -1.820  8.750  0.848  0.04
C  -4.427  -0.555  0.847  -1.62
Br  -3.318  -0.329  2.415  0.56
Br  -5.525  -2.118  0.975  0.57
Br  -5.453  1.033  0.485  0.57
H  -3.764  -0.700  0.005  -0.03
C  -3.916  5.992  3.961  -1.57
Br  -3.703  6.570  2.074  0.82
Br  -5.155  7.105  4.916  0.59
Br  -4.407  4.130  3.992  0.54
H  -2.961  6.081  4.464  -0.04
C  -3.756  -6.113  1.142  -1.61
Br  -2.858  -4.751  2.165  0.57
Br  -5.670  -5.944  1.239  0.53
Br  -3.164  -6.150  -0.685  0.53
H  -3.497  -7.066  1.587  -0.06
C  5.261  10.176  0.877  -1.60
Br  5.489  10.768  -0.937  0.60
Br  5.541  11.596  2.141  0.61
Br  3.535  9.327  1.125  0.74
H  6.014  9.424  1.067  -0.03
C  -7.238  -9.652  0.745  -1.64
Br  -5.319  -9.753  0.788  0.54
Br  -7.878  -8.957  -0.932  0.58
Br  -8.044  -11.345  1.180  0.59
H  -7.535  -8.951  1.513  -0.03
C  0.874  -7.908  -0.065  -1.65
Br  0.788  -7.276  -1.881  0.54
Br  1.140  -6.466  1.181  0.55
Br  -0.665  -8.968  0.396  0.57
H  1.740  -8.554  0.003  -0.10
C  -7.120  -3.076  -3.188  -1.61
Br  -6.795  -4.209  -1.673  0.53
Br  -7.716  -1.323  -2.646  0.59
Br  -5.584  -2.988  -4.341  0.57
H  -7.921  -3.524  -3.758  -0.03
C  -2.211  -5.490  -4.881  -1.63
Br  -2.138  -4.849  -6.695  0.58
Br  -1.876  -4.079  -3.612  0.53
Br  -3.866  -6.401  -4.516  0.55
H  -1.417  -6.213  -4.766  -0.04
C  5.033  -7.711  -1.983  -1.62
Br  4.994  -8.274  -0.141  0.56
Br  3.996  -8.879  -3.107  0.57
Br  4.501  -5.869  -2.176  0.55
H  6.059  -7.780  -2.314  -0.03
C  6.170  1.430  -1.114  -1.62
Br  6.765  -0.258  -1.818  0.63
Br  5.965  1.374  0.804  0.56
Br  7.314  2.879  -1.658  0.61
H  5.197  1.622  -1.535  -0.07
C  -5.537  -10.494  4.770  -1.64
Br  -4.818  -12.087  3.966  0.56
Br  -5.648  -10.647  6.684  0.59
Br  -4.553  -8.922  4.241  0.54
H  -6.546  -10.377  4.400  -0.04
C  8.415  2.420  4.114  -1.64
Br  9.492  2.623  5.689  0.60
Br  7.206  0.927  4.257  0.55
Br  7.470  4.043  3.679  0.54
H  9.085  2.211  3.292  -0.03
C  9.409  1.233  -4.542  -1.65
Br  9.227  2.866  -5.547  0.56
Br  8.858  -0.299  -5.567  0.57
Br  11.188  1.011  -3.836  0.57
H  8.741  1.305  -3.695  -0.12
C  13.510  4.369  -3.402  -1.66
Br  11.684  4.905  -3.111  0.53
Br  14.005  4.524  -5.253  0.58
Br  14.724  5.322  -2.252  0.58
H  13.578  3.323  -3.140  -0.05
C  -10.086  1.666  -3.687  -1.64
Br  -10.046  2.318  -5.495  0.59
Br  -9.753  3.074  -2.415  0.54
Br  -11.729  0.725  -3.309  0.58
H  -9.281  0.950  -3.589  -0.09
C  -12.123  0.523  0.603  -1.65
Br  -12.314  -1.121  1.587  0.58
Br  -13.098  1.966  1.421  0.58
Br  -10.275  0.982  0.330  0.52
H  -12.554  0.361  -0.375  -0.07
C  3.803  -9.893  3.917  -1.62
Br  3.131  -9.140  5.554  0.59
Br  2.583  -9.617  2.453  0.58
Br  5.572  -9.246  3.506  0.57
H  3.882  -10.960  4.066  -0.03

As for the charge: +1. Its LUMO energy is -5.4 eV. The frontier orbital gap is 5.642 eV. The HOMO energy comes out at -11.037 eV. Its total energy is -133509.98970 Eh. The calculation puts the relative energy (zero: lowest compared OMol25 entry of this formula, charge and spin) at 0.00 kcal per mole. Its largest force on an atom is 4.29 eV Å⁻¹.

---

- The highest relative energy (zero: lowest compared OMol25 entry of this formula, charge and spin) belongs to which entry?
  C5H7NO